Record 1
Formula: H9O6V
Source: the Open Molecules 2025 dataset
Level of theory: ωB97M-V/def2-TZVPD

Last column: Löwdin spin population.
Atoms and positions in Å:
V  0.219  -0.043  0.516  2.741
O  0.473  -2.109  0.964  0.021
H  0.412  -2.352  0.020  0.004
O  2.326  0.106  0.541  0.046
H  2.717  0.017  -0.350  0.004
O  -0.028  0.630  2.529  0.023
H  0.509  1.429  2.361  0.004
O  -1.727  -0.929  -0.108  0.032
H  -2.096  -1.369  -0.874  0.002
H  -2.450  -0.892  0.519  0.007
O  -0.866  1.807  0.051  0.051
H  -1.674  2.041  0.508  0.006
H  -0.803  2.442  -0.663  0.007
O  0.684  -0.240  -1.771  0.038
H  0.945  -0.963  -2.340  0.008
H  1.360  0.425  -1.903  0.006

## Properties
- Molar mass: 156.01 g mol⁻¹
- Strongest force on any atom: 0.0627 hartree/bohr
- Net charge: -1
- Electronic energy: -38118.2369 eV
- E_HOMO (alpha / beta): -0.047 / -0.112 hartree
- 2S+1: 4
- Frontier orbital gap (alpha / beta): 4.0 / 5.5 eV
- E_LUMO (alpha / beta): 2.7 / 2.5 eV
- ΔE to the lowest compared entry with this formula, charge and spin: 18.2 kcal per mole



Record 2
Formula: HI3OP
Source: the Open Molecules 2025 dataset
Level of theory: ωB97M-V/def2-TZVPD

Last column: Löwdin charge in e.
Atoms and positions in Å:
O  0.646  0.399  -0.055  -0.420
P  1.254  1.120  1.215  -0.489
I  -0.372  2.837  1.758  0.616
I  3.099  2.391  0.256  0.589
I  1.694  -0.543  2.969  0.608
H  1.218  -0.319  -0.396  0.097

## Properties
- Molar mass: 428.69 g mol⁻¹
- Strongest force on any atom: 0.0272 hartree/bohr
- Net charge: +1
- Electronic energy: -35648.5581 eV
- E_HOMO: -0.525 hartree
- Frontier orbital gap: 7.6 eV
- E_LUMO: -6.7 eV
- ΔE to the lowest compared entry with this formula, charge and spin: 3.3 kcal per mole



What did the first record say?
Formula: H9O6V
Source: the Open Molecules 2025 dataset
Level of theory: ωB97M-V/def2-TZVPD

Last column: Löwdin spin population.
Atoms and positions in Å:
V  0.219  -0.043  0.516  2.741
O  0.473  -2.109  0.964  0.021
H  0.412  -2.352  0.020  0.004
O  2.326  0.106  0.541  0.046
H  2.717  0.017  -0.350  0.004
O  -0.028  0.630  2.529  0.023
H  0.509  1.429  2.361  0.004
O  -1.727  -0.929  -0.108  0.032
H  -2.096  -1.369  -0.874  0.002
H  -2.450  -0.892  0.519  0.007
O  -0.866  1.807  0.051  0.051
H  -1.674  2.041  0.508  0.006
H  -0.803  2.442  -0.663  0.007
O  0.684  -0.240  -1.771  0.038
H  0.945  -0.963  -2.340  0.008
H  1.360  0.425  -1.903  0.006

## Properties
- Molar mass: 156.01 g mol⁻¹
- Strongest force on any atom: 0.0627 hartree/bohr
- Net charge: -1
- Electronic energy: -38118.2369 eV
- E_HOMO (alpha / beta): -0.047 / -0.112 hartree
- 2S+1: 4
- Frontier orbital gap (alpha / beta): 4.0 / 5.5 eV
- E_LUMO (alpha / beta): 2.7 / 2.5 eV
- ΔE to the lowest compared entry with this formula, charge and spin: 18.2 kcal per mole